[1]
ORCA calculation (ωB97M-V/def2-TZVPD) on C13H17N in the gas phase at a distorted geometry.

ORCA input file:
```
! RIJCOSX wB97M-V def2-TZVPD def2/J DEFGRID3
* xyz 0 1
C -3.84 -0.90 0.26
C -4.02 0.46 -0.07
C -2.85 1.28 -0.18
C -1.47 0.65 -0.20
C -1.40 -0.68 0.02
C -2.54 -1.43 0.34
C -0.07 -1.27 -0.12
C 0.89 -0.34 -0.97
C 2.34 -0.76 -1.13
C 3.25 -0.29 -0.06
C 2.41 -0.05 1.23
C 1.36 1.06 1.10
N 1.01 1.04 -0.32
C -0.29 1.66 -0.55
H -4.74 -1.56 0.37
H -4.99 0.90 -0.21
H -2.95 2.32 -0.44
H -2.39 -2.39 0.81
H 0.48 -1.09 0.79
H 0.21 -2.41 -0.22
H 0.39 -0.15 -1.87
H 2.62 -0.71 -2.18
H 2.18 -1.93 -0.99
H 3.69 0.73 -0.26
H 4.14 -0.85 0.05
H 3.07 0.24 2.02
H 2.08 -1.06 1.43
H 0.34 0.99 1.70
H 1.80 2.02 1.29
H -0.29 2.68 -0.03
H -0.42 1.80 -1.63
*
```

The strongest force on any atom comes out at 0.12244 Eh/bohr. Its total energy is -560.2224 a.u. Its structure (SMILES) is c1ccc2c(c1)C[C@@H]1CCCCN1C2. Its HOMO-LUMO gap is 9.321 eV. The HOMO energy comes out at -8.3 eV. The relative energy (zero: lowest compared OMol25 entry of this formula, charge and spin) comes out at 269.20 kJ/mol.



[2]
ORCA calculation (ωB97M-V/def2-TZVPD) on a 2-piece molecular cluster, C5H10N2O overall at a distorted geometry.

ORCA input file:
```
! RIJCOSX wB97M-V def2-TZVPD def2/J DEFGRID3
* xyz 0 1
C 1.28 -0.45 0.55
C 0.88 1.04 0.08
C -1.51 0.64 -0.39
C -0.84 -0.64 -0.60
C -0.15 -0.96 0.59
H 3.47 -1.50 -0.33
H 1.89 -0.34 1.54
H 1.22 1.75 0.72
H 1.45 1.13 -0.87
H -0.70 2.55 -0.03
H -2.23 0.80 -1.47
H -2.27 0.55 0.41
H -0.25 -1.02 -1.37
H -2.20 -2.00 0.39
H -0.66 -0.46 1.35
N -0.43 1.51 0.14
N -1.15 -1.99 0.01
O 2.21 -0.59 -0.73
*
```

The strongest force on any atom comes out at 0.12654 Eh/bohr. Its total energy is -380.9101 a.u. Its HOMO-LUMO gap is 7.867 eV. The HOMO energy comes out at -8.6 eV. The relative energy (zero: lowest compared OMol25 entry of this formula, charge and spin) comes out at 985.42 kJ/mol.



[3]
ORCA calculation (ωB97M-V/def2-TZVPD) on C28H31N3OSSeTa as an isolated structure at a distorted geometry.

ORCA input file:
```
! RIJCOSX wB97M-V def2-TZVPD def2/J DEFGRID3
* xyz 1 1
Ta 0.08 -0.33 0.34
S -0.98 -1.07 -3.68
C -0.55 0.62 -3.79
C -0.65 1.41 -4.93
C -0.33 2.76 -4.85
C 0.08 3.31 -3.64
C 0.19 2.52 -2.51
C -0.11 1.17 -2.59
N -0.06 0.24 -1.54
C -0.32 -1.18 -1.97
C -0.65 -2.79 0.01
C -1.15 -4.06 0.30
C -0.41 -4.87 1.15
C 0.79 -4.43 1.73
C 1.25 -3.15 1.51
C 0.50 -2.31 0.66
H -0.99 0.99 -5.87
H -0.41 3.38 -5.73
H 0.31 4.37 -3.59
H 0.49 2.97 -1.57
H -2.07 -4.42 -0.15
H -0.76 -5.87 1.37
H 1.35 -5.10 2.37
H 2.15 -2.81 2.01
C 1.06 -3.08 -2.56
O 0.96 -1.78 -1.98
C -1.23 -1.70 -0.80
C -2.71 -1.65 -1.07
H 1.02 -3.01 -3.65
H 0.26 -3.74 -2.20
H 2.02 -3.48 -2.25
H -3.03 -2.44 -1.75
H -3.01 -0.70 -1.52
H -3.27 -1.76 -0.14
C 1.75 2.11 0.84
C 3.04 2.87 1.25
N 3.93 1.99 1.98
C 3.27 1.54 3.21
C 1.95 0.80 2.87
N 1.79 0.72 1.39
C 2.99 0.03 0.81
C 4.27 0.84 1.16
H 1.68 2.03 -0.25
H 0.85 2.59 1.22
H 2.80 3.73 1.87
H 3.56 3.24 0.36
H 3.07 2.41 3.83
H 3.95 0.89 3.76
H 1.08 1.30 3.27
H 1.95 -0.22 3.26
H 2.85 -0.06 -0.27
H 3.02 -0.98 1.23
H 4.76 1.19 0.25
H 4.98 0.21 1.70
Se -1.23 -0.31 2.44
C -2.83 0.63 1.93
C -4.04 -0.05 2.03
C -5.21 0.60 1.67
C -5.18 1.90 1.21
C -3.97 2.58 1.11
C -2.79 1.94 1.48
H -4.07 -1.07 2.38
H -6.16 0.07 1.75
H -6.10 2.40 0.93
H -3.94 3.60 0.76
H -1.85 2.47 1.42
*
```

The strongest force on any atom comes out at 0.02332 Eh/bohr. Its total energy is -4181.4251 a.u. Its HOMO-LUMO gap is 6.771 eV. The HOMO energy comes out at -10.6 eV. The relative energy (zero: lowest compared OMol25 entry of this formula, charge and spin) comes out at 134.74 kJ/mol.



[4]
ORCA calculation (ωB97M-V/def2-TZVPD) on a 3-piece molecular cluster, C3H13NO3 overall at a distorted geometry.

ORCA input file:
```
! RIJCOSX wB97M-V def2-TZVPD def2/J DEFGRID3
* xyz 1 2
C 1.21 -0.24 0.34
N 0.65 -0.40 1.64
C -0.32 -1.43 1.92
O -1.60 -0.85 1.93
C 1.85 1.12 0.09
H 0.36 -0.31 -0.34
H 1.83 -1.12 0.12
H 0.92 0.28 2.33
H -0.10 -1.88 2.89
H -0.31 -2.17 1.11
H -1.86 -0.64 2.84
H 1.54 1.46 -0.89
H 2.93 1.08 0.07
H 1.47 1.86 0.79
H -3.12 0.50 -1.28
H -2.00 0.38 -0.24
O -2.17 0.41 -1.19
H 0.00 1.37 -3.71
H 1.47 1.66 -3.61
O 0.87 0.98 -3.93
*
```

The strongest force on any atom comes out at 0.02068 Eh/bohr. Its expectation value of S² is 0.755. Its total energy is -402.2390 a.u. Its HOMO-LUMO gap (alpha / beta) is 10.723 / 6.085 eV. The HOMO energy (alpha / beta) comes out at -14.1 / -14.1 eV. The relative energy (zero: lowest compared OMol25 entry of this formula, charge and spin) comes out at 127.65 kJ/mol.



[5]
ORCA calculation (ωB97M-V/def2-TZVPD) on C22H24N5OPtSSi as an isolated structure.

ORCA input file:
```
! RIJCOSX wB97M-V def2-TZVPD def2/J DEFGRID3
* xyz 0 4
Pt 0.33 -0.39 0.67
N 4.72 -0.61 0.30
C 4.71 0.45 1.23
C 3.33 1.01 1.32
N 2.59 0.22 0.29
C 3.37 -0.91 0.04
C 2.77 -2.15 -0.16
N 1.43 -2.31 -0.05
C 1.17 -3.62 -0.30
C 2.33 -4.29 -0.57
N 3.34 -3.35 -0.48
H 5.44 -1.30 0.28
H 5.63 0.86 1.62
H 3.32 2.07 1.04
H 0.17 -4.01 -0.27
H 2.52 -5.31 -0.81
H 4.32 -3.53 -0.61
C 1.88 0.11 -2.54
Si 1.89 1.24 -1.06
C 2.97 2.70 -1.54
C 2.69 0.88 2.70
N 0.42 1.55 -0.34
C -0.40 2.65 -0.22
C 0.08 3.89 0.21
C -0.74 5.02 0.28
C -2.07 4.92 -0.08
C -2.58 3.70 -0.49
C -1.77 2.58 -0.54
O -2.23 1.36 -1.00
C -3.51 0.96 -0.72
C -4.11 0.12 -1.65
C -5.37 -0.40 -1.40
C -6.04 -0.08 -0.23
C -5.43 0.75 0.70
C -4.16 1.27 0.46
H 2.87 -0.30 -2.76
H 1.56 0.68 -3.42
H 1.18 -0.72 -2.42
H 3.96 2.36 -1.86
H 3.09 3.47 -0.78
H 2.50 3.18 -2.41
H 3.27 1.45 3.43
H 2.67 -0.17 3.01
H 1.67 1.25 2.67
H 1.12 3.96 0.50
H -0.32 5.96 0.62
H -2.72 5.79 -0.04
H -3.62 3.61 -0.78
H -3.57 -0.11 -2.56
H -5.83 -1.05 -2.13
H -7.02 -0.48 -0.04
H -5.94 1.00 1.62
H -3.68 1.91 1.19
S -2.58 -1.33 2.05
C -1.22 -0.91 1.45
*
```

The strongest force on any atom comes out at 0.00744 Eh/bohr. Its expectation value of S² is 3.776. Its total energy is -2008.6720 a.u. Its HOMO-LUMO gap (alpha / beta) is 6.506 / 6.430 eV. The HOMO energy (alpha / beta) comes out at -6.3 / -7.1 eV. The relative energy (zero: lowest compared OMol25 entry of this formula, charge and spin) comes out at 8.61 kJ/mol.



[6]
ORCA calculation (ωB97M-V/def2-TZVPD) on a 2-piece molecular cluster, C3H12N3O overall at a distorted geometry.

ORCA input file:
```
! RIJCOSX wB97M-V def2-TZVPD def2/J DEFGRID3
* xyz 1 1
C -0.45 -0.39 -2.94
O -0.95 -0.92 -1.69
H -1.24 -1.82 -1.89
H 0.13 -1.14 -3.45
H 0.10 0.52 -2.71
H -1.26 -0.01 -3.55
C 1.47 -1.05 1.24
C -0.22 0.69 1.25
N -1.21 1.31 0.53
N 0.25 -0.43 0.74
N 0.57 1.42 2.12
H -1.74 0.65 -0.02
H -1.88 1.82 1.09
H 0.02 -0.59 -0.26
H 0.74 1.08 3.06
H 0.29 2.39 2.21
H 1.83 -1.84 0.59
H 1.30 -1.39 2.27
H 2.25 -0.30 1.41
*
```

The strongest force on any atom comes out at 0.04745 Eh/bohr. Its total energy is -360.7811 a.u. Its HOMO-LUMO gap is 11.295 eV. The HOMO energy comes out at -14.6 eV. The relative energy (zero: lowest compared OMol25 entry of this formula, charge and spin) comes out at 140.87 kJ/mol.



[7]
ORCA calculation (ωB97M-V/def2-TZVPD) on C2H6IN2O as an isolated structure at a distorted geometry.

ORCA input file:
```
! RIJCOSX wB97M-V def2-TZVPD def2/J DEFGRID3
* xyz 1 1
C 0.68 -0.96 -1.44
C -0.74 0.39 0.11
N -1.27 2.33 3.32
N 0.57 0.25 -0.62
O -1.21 1.26 3.56
I -0.69 -0.79 1.90
H 1.67 -0.88 -2.15
H 0.64 -1.82 -0.84
H -0.20 -1.12 -2.03
H -1.43 0.02 -0.60
H 0.51 1.14 -1.09
H 1.48 0.19 -0.13
*
```

The strongest force on any atom comes out at 0.07771 Eh/bohr. Its total energy is -561.7811 a.u. Its HOMO-LUMO gap (alpha / beta) is 9.668 / 5.436 eV. The HOMO energy (alpha / beta) comes out at -13.4 / -11.7 eV. The relative energy (zero: lowest compared OMol25 entry of this formula, charge and spin) comes out at 526.16 kJ/mol.



[8]
ORCA calculation (ωB97M-V/def2-TZVPD) on an isolated ion of composition C13H22BN2O4 and charge -1 at a distorted geometry.

ORCA input file:
```
! RIJCOSX wB97M-V def2-TZVPD def2/J DEFGRID3
* xyz -1 1
C -3.25 -0.81 0.79
C -2.05 -1.79 0.40
C -2.40 -3.06 -0.46
C -1.29 -4.06 -0.84
C 0.20 -3.87 -0.40
C 0.53 -2.61 0.42
C -0.56 -1.55 0.82
C -0.12 -0.27 1.68
C 0.98 0.66 0.91
C 0.85 0.63 -0.68
C -0.62 1.07 -1.21
O -0.65 2.49 -1.53
C -0.80 0.31 -2.64
N 0.11 1.04 -3.61
O 0.73 2.02 1.42
B 2.05 2.71 1.31
N 2.22 4.07 1.99
O 3.19 1.74 1.33
C 2.47 0.49 1.57
O 2.52 0.45 3.05
H -4.23 -1.37 1.04
H -3.45 -0.06 -0.05
H -3.03 -0.18 1.73
H -3.47 -3.26 -0.82
H -1.51 -4.99 -1.48
H 1.02 -4.63 -0.66
H 1.59 -2.35 0.78
H 0.29 -0.68 2.68
H -1.04 0.36 1.98
H 1.59 1.32 -1.23
H 1.04 -0.43 -1.11
H -1.42 0.77 -0.46
H -1.06 2.92 -0.75
H -1.89 0.33 -2.99
H -0.46 -0.78 -2.61
H 0.47 0.38 -4.32
H -0.48 1.74 -4.08
H 2.05 3.01 0.13
H 1.27 4.50 1.98
H 2.74 4.64 1.29
H 3.00 -0.48 1.27
H 2.83 -0.43 3.34
*
```

The strongest force on any atom comes out at 0.08632 Eh/bohr. Its total energy is -943.7726 a.u. Its HOMO-LUMO gap is 5.789 eV. The HOMO energy comes out at -2.9 eV.



- Which of these has the lowest strongest force on any atom?
  C22H24N5OPtSSi



- What is the formula in the sixth record?
  C3H12N3O



- strongest force on any atom of number 8 (C13H22BN2O4)?
  0.08632 Eh/bohr